C3H3BrS in the gas phase at a distorted geometry, computed with ωB97M-V/def2-TZVPD.

Its energy above the lowest of the compared OMol25 structures with the same formula, charge and spin is 2.5694 eV. Its HOMO-LUMO gap (spin up / spin down) is 8.2560 / 8.2540 eV. Its SMILES is CSC#CBr. The HOMO energy (spin up / spin down) is -0.3073 / -0.3072 Ha.

```
! wB97M-V def2-TZVPD RIJCOSX def2/J DEFGRID3
* xyz 0 1
C 1.0558 -0.7238 0.2150
C 2.1501 0.0911 0.6639
C -1.4682 0.0321 -0.2609
S -0.4810 -1.2635 0.4940
Br 3.6513 0.8277 0.0814
H -1.1440 0.2308 -1.2808
H -1.1575 0.9245 0.4195
H -2.6066 -0.1190 -0.3321
*
```

---

A molecular structure, C23H21N3OPRhSSbSe4, computed with ωB97M-V/def2-TZVPD.

Its energy above the lowest of the compared OMol25 structures with the same formula, charge and spin is 0.2023 eV. Its HOMO-LUMO gap is 5.8639 eV. The HOMO energy is -0.1597 Ha.

```
! wB97M-V def2-TZVPD RIJCOSX def2/J DEFGRID3
* xyz -1 1
Rh -0.2816 -0.1301 -0.1790
Se -0.9948 -3.2384 4.1685
Sb -1.8146 -1.5940 2.5975
Se -0.1589 0.2690 2.3550
Se -1.4119 -2.2261 0.1312
Se -4.0801 -0.7168 2.7138
O -1.3874 -0.1938 -2.8160
C -0.3757 -0.3112 -2.1635
C 0.9468 -0.4314 -2.8969
C 1.0422 -0.3457 -4.2808
C 2.2855 -0.4093 -4.8859
C 3.4359 -0.5497 -4.1159
C 3.3435 -0.6423 -2.7352
C 2.0894 -0.5944 -2.1302
P 1.7657 -0.7551 -0.3408
C 2.1807 -2.4535 0.1433
C 1.9127 -2.8479 1.4540
C 2.1422 -4.1558 1.8426
C 2.6445 -5.0754 0.9298
C 2.9022 -4.6896 -0.3762
C 2.6662 -3.3789 -0.7737
C 3.0035 0.3331 0.4372
C 4.1793 -0.1935 0.9707
C 5.1442 0.6515 1.5074
C 4.9405 2.0226 1.5044
C 3.7739 2.5496 0.9661
C 2.8050 1.7130 0.4343
H 0.1319 -0.2204 -4.8541
H 2.3690 -0.3382 -5.9650
H 4.4065 -0.5846 -4.5969
H 4.2378 -0.7451 -2.1311
H 1.4801 -2.1493 2.1617
H 1.8803 -4.4486 2.8499
H 2.8151 -6.1023 1.2330
H 3.2724 -5.4109 -1.0956
H 2.8446 -3.0910 -1.8024
H 4.3314 -1.2647 0.9868
H 6.0487 0.2356 1.9349
H 5.6881 2.6829 1.9272
H 3.6180 3.6219 0.9686
H 1.8908 2.1278 0.0260
C 0.6178 5.3018 2.3541
C 0.1256 5.3824 0.9049
C -0.5679 4.1237 0.4833
N 0.0121 3.1644 -0.1485
N -0.8010 2.0656 -0.3064
C -2.0050 2.2296 0.1804
N -3.0024 1.3234 0.0766
S -2.2158 3.7769 0.9159
H 1.1450 6.2156 2.6386
H 1.2913 4.4534 2.4790
H -0.2162 5.1592 3.0445
H 0.9585 5.5313 0.2194
H -0.5471 6.2344 0.7857
H -2.7654 0.4643 -0.4122
H -3.4915 1.0787 0.9361
*
```

---

A molecular structure, CH2ClN2O3 at a distorted geometry, computed with ωB97M-V/def2-TZVPD.

Its energy above the lowest of the compared OMol25 structures with the same formula, charge and spin is 2.5881 eV. Its HOMO-LUMO gap is 8.3472 eV. The HOMO energy is -0.1814 Ha.

```
! wB97M-V def2-TZVPD RIJCOSX def2/J DEFGRID3
* xyz -1 1
C 0.8486 0.5325 2.5501
N 0.7147 0.1823 -0.6053
N 0.2180 -0.0183 0.5053
O 1.5890 1.3987 2.4428
O 0.1355 -0.1614 3.1484
O -1.0122 -0.4910 0.4447
Cl -2.0920 -1.5266 -1.8630
H 1.6024 0.6830 -0.6934
H -1.3893 -0.7180 -0.6044
*
```

---

A molecular structure, C14H15N3O2S2 at a distorted geometry, computed with ωB97M-V/def2-TZVPD.

Its energy above the lowest of the compared OMol25 structures with the same formula, charge and spin is 10.2433 eV. Its HOMO-LUMO gap is 7.7526 eV. The HOMO energy is -0.2835 Ha.

```
! wB97M-V def2-TZVPD RIJCOSX def2/J DEFGRID3
* xyz 0 1
C -1.9990 5.0021 1.0696
C -0.8095 4.0478 0.9933
C -0.6694 2.6837 0.9379
C 0.5525 2.2952 1.0235
C 0.9747 1.0817 0.9013
N 2.3613 0.9112 1.2057
C 3.1017 1.9749 1.3950
N 2.8832 3.2421 1.1113
C 1.5781 3.4508 1.0771
S 0.7470 4.8994 1.1275
H 4.4972 1.7726 1.3221
S 0.2341 -0.2603 0.9108
C 1.2113 -1.6700 0.7640
C 1.6004 -2.2062 -0.5014
O 2.4900 -1.9239 -1.3300
N 0.3970 -2.8210 -0.9266
C -0.9340 -3.2136 -0.4339
O -1.1548 -2.8726 0.7412
C -1.4838 -4.0302 -1.5677
C -0.5330 -4.4105 -2.3992
H -0.9922 -4.4103 -3.5929
C 0.5955 -3.2628 -2.2562
H 1.6214 -3.7066 -2.5934
H 0.3362 -2.4815 -2.9335
H 0.0289 -5.3062 -2.4622
H -2.1170 -4.8305 -1.0357
H -2.5023 -3.2428 -1.9186
H 2.4880 -1.2849 1.1752
H 1.0085 -2.4430 1.6816
C -2.0011 1.9043 0.9729
H -1.8098 1.3629 -0.0437
H -1.9910 1.3282 1.6415
H -2.8290 2.5081 0.9368
H -1.8113 6.1549 1.0427
H -2.7190 4.8951 1.8514
H -2.3506 4.8622 0.1125
*
```

---

7 unconnected molecules or ions with the total composition CH16O6, computed with ωB97M-V/def2-TZVPD.

Its energy above the lowest of the compared OMol25 structures with the same formula, charge and spin is 0.0201 eV. Its HOMO-LUMO gap is 11.7564 eV. Its SMILES is C.O.O.O.O.O.O. The HOMO energy is -0.4122 Ha.

```
! wB97M-V def2-TZVPD RIJCOSX def2/J DEFGRID3
* xyz 0 1
C -2.1715 -0.1417 -0.0502
H -1.8919 -0.6498 0.8659
H -1.5831 -0.6124 -0.8361
H -3.2095 -0.2581 -0.3299
H -1.9329 0.9218 -0.0636
H 2.2955 -1.7455 -1.2699
H 1.7877 -0.7702 -0.2194
O 1.8285 -0.9069 -1.1964
H 0.7418 3.4386 -0.4669
H 0.4767 2.1010 -1.1934
O 0.6443 2.4953 -0.3121
H -0.7834 1.6868 2.3548
H 0.3543 1.9044 1.3551
O 0.1607 1.5269 2.2428
H -1.0505 -3.3950 0.5046
H -0.0925 -2.2035 0.3926
O -0.4296 -2.8646 1.0110
H 0.7360 0.0884 -2.1518
H 0.1079 0.8051 -3.4431
O 0.2402 0.8645 -2.4874
H 1.0842 -1.5377 1.8609
H 1.1449 0.0201 1.9243
O 1.5424 -0.7674 1.5081
*
```

---

C13H8N4O3 in the gas phase at a distorted geometry, computed with ωB97M-V/def2-TZVPD.

Its HOMO-LUMO gap is 8.8419 eV. Its SMILES is O=[N+]([O-])c1cccc(-c2nc(-c3ccncc3)no2)c1. The HOMO energy is -0.3596 Ha.

```
! wB97M-V def2-TZVPD RIJCOSX def2/J DEFGRID3
* xyz 0 1
O -1.9620 -4.0571 -0.8430
N -2.2815 -4.1267 0.3214
O -2.8927 -5.0440 0.8222
C -1.9040 -3.0271 1.1862
C -1.2037 -1.9574 0.6535
C -0.8463 -0.9070 1.4933
C -1.1921 -0.9406 2.8452
C -1.8922 -2.0195 3.3566
C -2.2532 -3.0701 2.5315
H -2.7992 -3.9222 2.9068
H -2.1575 -2.0418 4.4019
H -0.9076 -0.1182 3.4834
C -0.1142 0.2160 0.9469
N 0.2693 0.3745 -0.2861
C 0.9076 1.5798 -0.2637
N 0.9087 2.1234 0.9291
O 0.2495 1.2500 1.7242
C 1.5134 2.1822 -1.4360
C 1.4633 1.5301 -2.6660
C 2.0576 2.1490 -3.7541
N 2.6660 3.3203 -3.6835
C 2.7108 3.9353 -2.5135
C 2.1538 3.4177 -1.3559
H 2.2048 3.9405 -0.4148
H 3.2195 4.8902 -2.5083
H 2.0477 1.6864 -4.7321
H 0.9736 0.5737 -2.7528
H -0.9393 -1.9372 -0.3924
*
```

---

8 unconnected molecules or ions with the total composition C11H38N2O8 at a distorted geometry, computed with ωB97M-V/def2-TZVPD.

Its energy above the lowest of the compared OMol25 structures with the same formula, charge and spin is 2.2043 eV. Its HOMO-LUMO gap is 9.2139 eV. Its SMILES is NC(N)=O.CCO.CCO.CCO.CO.CO.CO.CO. The HOMO energy is -0.3358 Ha.

```
! wB97M-V def2-TZVPD RIJCOSX def2/J DEFGRID3
* xyz 0 1
C -7.4948 -5.8634 -23.6368
C -6.1164 -5.2734 -24.0493
O -6.4097 -3.9097 -24.2168
H -7.9016 -5.4893 -22.7058
H -7.4233 -6.9901 -23.6041
H -8.2008 -5.4914 -24.3716
H -5.7773 -5.7020 -24.9697
H -5.5333 -5.5384 -23.1738
H -5.6808 -3.5238 -24.7106
C -4.6445 -3.4461 -21.4304
C -4.5691 -2.0886 -22.1902
O -3.2599 -1.5206 -22.0375
H -4.2395 -3.2080 -20.4357
H -4.1172 -4.2626 -21.8019
H -5.6653 -3.8698 -21.3539
H -5.2929 -1.2535 -21.9833
H -4.5981 -2.2803 -23.2439
H -3.3250 -0.5774 -22.2119
C -3.7243 -10.3758 -23.5309
C -4.9160 -9.9941 -22.6571
O -4.7263 -8.6142 -22.3375
H -3.5869 -9.7091 -24.3410
H -3.9261 -11.3205 -23.9958
H -2.7921 -10.4840 -23.0365
H -4.8708 -10.4656 -21.5956
H -5.8256 -10.2359 -23.1644
H -5.6030 -8.2879 -22.0649
C -8.3690 -1.1249 -23.2837
O -7.8389 -0.7452 -24.4972
N -8.1844 -2.2975 -22.7174
N -9.1852 -0.3634 -22.6178
H -7.6162 -3.0404 -23.1817
H -8.7004 -2.6479 -21.8521
H -9.4039 0.5435 -23.0434
H -9.4418 -0.4730 -21.6482
C -6.3454 -6.5559 -20.6050
O -6.9201 -7.7181 -21.2288
H -5.4748 -6.2356 -21.1699
H -6.0722 -6.8460 -19.5870
H -6.9930 -5.7105 -20.5490
H -7.6386 -7.9976 -20.6756
C -5.0945 0.9753 -25.3594
O -5.0976 -0.3607 -24.8278
H -4.2743 1.4626 -24.9394
H -5.9870 1.4687 -25.0433
H -5.0675 0.9356 -26.4928
H -6.0387 -0.5946 -24.6065
C -10.1893 -4.6095 -20.9972
O -9.4300 -3.5721 -20.5218
H -10.4825 -4.4088 -22.0186
H -11.0837 -4.8761 -20.3900
H -9.6451 -5.5216 -21.0779
H -9.5884 -3.4388 -19.5852
C -9.9544 -8.4031 -21.8185
O -9.5482 -8.3956 -20.4921
H -10.6571 -9.1845 -21.8038
H -9.1312 -8.6797 -22.5302
H -10.4936 -7.5358 -22.2082
H -9.3721 -9.3115 -20.2223
*
```

---

4 unconnected molecules or ions with the total composition C3H15NO4 at a distorted geometry, computed with ωB97M-V/def2-TZVPD.

Its energy above the lowest of the compared OMol25 structures with the same formula, charge and spin is 1.2472 eV. Its HOMO-LUMO gap is 9.3960 eV. Its SMILES is CCNCO.O.O.O. The HOMO energy is -0.3315 Ha.

```
! wB97M-V def2-TZVPD RIJCOSX def2/J DEFGRID3
* xyz 0 1
C 0.8576 -1.1709 -1.4812
N 0.3017 -0.0919 -0.6895
C 0.4139 1.2194 -1.1760
O 1.7784 1.7360 -1.1641
C 1.3195 -2.3260 -0.6221
H 1.5784 -0.8171 -2.2341
H 0.0773 -1.4907 -2.1963
H 0.5631 -0.0904 0.2730
H -0.1989 1.9467 -0.6381
H 0.2385 1.4195 -2.2345
H 2.0801 1.9619 -0.2757
H 1.8405 -3.0696 -1.2365
H 0.5208 -2.7860 -0.0532
H 2.1800 -1.9920 -0.0339
H -3.0219 -0.3712 1.6244
H -2.7339 0.6874 2.6251
O -2.4428 -0.2210 2.3789
H 0.4663 1.7096 2.2514
H 1.0882 3.0535 2.4347
O 0.6657 2.5072 1.7684
H -1.4942 -1.3678 0.3545
H -2.1010 -2.1759 -0.7618
O -2.3233 -1.7808 0.0845
*
```